<i>
# C17H26N4O2S

C17H26N4O2S in the gas phase (ωB97M-V/def2-TZVPD, OMol25).

Its multiplicity is 1. The value obtained for the frontier orbital gap is 9.6 eV. The HOMO energy is -9.1207 eV. Its structure (SMILES) is CCC(CC)c1nnc(NC(=O)[C@@H]2CC(=O)N(C3CCCC3)C2)s1. The charge is 0.

Last column: Löwdin charge in e.
Geometry (Å):
C1 -1.3063 -4.7168 -2.7019  -0.100
C2 -2.7036 -4.9871 -2.1586  -0.212
C3 -3.5528 -3.7243 -1.9025  -0.343
C4 -3.6990 -2.8075 -3.1223  -0.252
C5 -4.3973 -3.4851 -4.2943  -0.095
C6 -2.9983 -2.9707 -0.7467  -0.542
N1 -3.3647 -3.1641 0.4691  0.006
N2 -2.7376 -2.4098 1.3633  0.004
C7 -1.8725 -1.6152 0.8275  -0.576
N3 -1.1060 -0.7439 1.5590  0.119
C8 -0.1866 0.0913 0.9874  -0.453
O1 0.0106 0.1032 -0.2058  0.023
C9 0.5060 0.9974 1.9846  -0.183
C10 -0.4130 2.1471 2.4211  -0.018
C11 0.5360 3.3289 2.6103  -0.452
O2 0.2828 4.3586 3.1916  0.073
N4 1.7022 3.0217 2.0081  -0.023
C12 2.8184 3.9378 1.9721  -0.251
C13 4.1005 3.3439 2.5959  -0.130
C14 5.0653 3.1385 1.4293  -0.195
C15 4.7327 4.3036 0.5025  -0.191
C16 3.2063 4.3584 0.5387  -0.121
C17 1.7110 1.7238 1.3727  -0.085
S1 -1.7505 -1.7359 -0.9064  1.156
H1 -0.7530 -5.6510 -2.7681  0.074
H2 -1.3469 -4.2785 -3.6955  0.070
H3 -0.7541 -4.0433 -2.0510  0.045
H4 -3.2445 -5.6276 -2.8564  0.105
H5 -2.6251 -5.5259 -1.2117  0.114
H6 -4.5476 -4.0678 -1.5954  0.146
H7 -4.2824 -1.9340 -2.8200  0.115
H8 -2.7151 -2.4514 -3.4325  0.090
H9 -5.3610 -3.8839 -3.9849  0.079
H10 -3.7982 -4.2996 -4.6923  0.067
H11 -4.5646 -2.7668 -5.0933  0.073
H12 -1.2742 -0.7433 2.5551  0.160
H13 0.8115 0.4122 2.8567  0.156
H14 -1.1222 2.4124 1.6333  0.141
H15 -0.9721 1.9481 3.3332  0.128
H16 2.4775 4.8011 2.5507  0.145
H17 4.5236 4.0603 3.2996  0.114
H18 3.8928 2.4255 3.1433  0.110
H19 4.8619 2.1937 0.9222  0.106
H20 6.1064 3.1392 1.7482  0.107
H21 5.1508 5.2263 0.9070  0.113
H22 5.1175 4.1634 -0.5062  0.108
H23 2.7958 3.6468 -0.1773  0.107
H24 2.8196 5.3449 0.2910  0.113
H25 1.5698 1.8050 0.2872  0.126
H26 2.6502 1.2008 1.5623  0.130

<ii>
# C17H26N4O2S

A molecular structure, C17H26N4O2S (ωB97M-V/def2-TZVPD, OMol25).

Its multiplicity is 1. The value obtained for the frontier orbital gap is 9.1 eV. The HOMO energy is -8.8407 eV. The charge is 0.

Last column: Löwdin charge in e.
Geometry (Å):
C1 3.9602 4.9315 -1.5657  -0.096
C2 4.5045 3.6742 -0.8461  -0.184
H1 5.6535 3.7134 -0.8444  0.136
H2 4.2270 3.7590 0.1284  0.074
C3 4.1418 2.3856 -1.6433  -0.522
C4 2.8523 2.1339 -1.2687  -0.644
N1 2.4213 1.5463 -0.2106  0.080
N2 1.1347 1.0790 -0.3694  0.027
C5 0.5465 1.6563 -1.3474  -0.529
N3 -0.8992 1.6761 -1.5042  0.170
C6 -1.6923 0.9756 -0.7684  -0.527
O1 -2.8735 1.1990 -1.3064  0.011
C7 -1.6471 0.2194 0.1936  -0.144
H3 -0.6950 0.6262 1.0118  0.246
C8 -2.7319 -0.2950 1.0438  -0.112
N4 -2.5078 -1.5404 1.4691  0.031
C9 -1.7128 -2.1283 0.6757  -0.480
O2 -1.2867 -3.3179 0.6864  0.041
C10 -0.9156 -1.3197 -0.1606  0.082
H4 -1.0984 -1.2999 -1.1218  0.076
H5 0.1922 -1.2200 -0.1764  0.139
C11 -3.3102 -2.2950 2.3610  -0.281
H6 -4.0411 -1.6720 2.7845  0.152
C12 -4.2251 -3.3319 1.6503  -0.132
H7 -4.9876 -3.1995 0.7134  0.152
C13 -4.9628 -4.3267 2.6758  -0.191
C14 -4.0458 -4.0582 3.7563  -0.178
H8 -4.3125 -3.9265 4.7354  0.060
C15 -2.7627 -3.0922 3.3935  -0.087
H9 -2.0291 -3.7306 2.9517  0.113
H10 -2.3450 -2.7083 4.1429  0.047
H11 -3.5066 -5.1768 3.9231  0.165
H12 -5.0778 -5.3215 2.3711  0.086
H13 -5.9566 -3.7592 2.8843  0.134
H14 -3.6818 -3.9624 0.8666  0.113
H15 -3.5194 -0.1920 0.7060  0.032
H16 -2.7993 0.1880 1.9770  0.154
H17 -1.1027 2.3326 -2.0645  0.059
S1 1.6262 2.5293 -2.3367  1.182
H18 5.0465 1.6656 -0.8005  0.260
C16 4.6124 2.2902 -2.7908  -0.423
C17 4.8301 0.9027 -3.2212  -0.088
H19 4.9880 0.7685 -4.4627  0.135
H20 3.5910 0.4809 -3.3197  0.149
H21 5.4428 0.1293 -2.8844  0.042
H22 3.8840 2.7501 -3.5326  0.141
H23 5.5906 2.6358 -3.0240  0.140
H24 4.1597 5.0059 -2.6370  0.065
H25 2.9380 4.7077 -1.7347  0.014
H26 4.3832 5.9119 -1.1591  0.108

Most stable: <i> (next structure +1718.4 kJ/mol)

<i>
# C17H15NO2

C17H15NO2 in the gas phase (ωB97M-V/def2-TZVPD, OMol25).

Its multiplicity is 1. The value obtained for the frontier orbital gap is 8.5 eV. The HOMO energy is -8.3616 eV. Its structure (SMILES) is O=C1/C(=C/c2ccc(-c3ccccc3)cc2)CCN1O. The charge is 0.

Last column: Löwdin charge in e.
Geometry (Å):
O1 1.6074 1.2325 -4.7961  0.079
C1 2.0161 0.2295 -4.2627  -0.414
C2 1.8162 0.1069 -2.8310  -0.128
C3 0.8658 0.8619 -2.1572  0.054
C4 0.2340 0.7675 -0.8288  -0.244
C5 -0.1812 1.8053 -0.0923  -0.035
C6 -0.7871 1.6076 1.1679  -0.011
C7 -1.0399 0.3230 1.6598  -0.153
C8 -1.7403 0.2376 3.0258  -0.155
C9 -1.4443 1.0347 4.1349  -0.080
C10 -2.1459 0.9392 5.2213  -0.104
C11 -3.2860 0.0982 5.2537  -0.060
C12 -3.7048 -0.5398 4.0877  -0.064
C13 -2.9011 -0.4667 2.9448  -0.053
C14 -0.9215 -0.7757 0.7599  0.007
C15 -0.1371 -0.5174 -0.4167  -0.014
C16 2.5168 -1.1374 -2.3581  -0.107
C17 3.3327 -1.6708 -3.5307  -0.116
N1 3.0086 -0.7199 -4.6113  -0.063
O2 3.3497 -0.9585 -5.9862  0.027
H1 0.4055 1.6764 -2.7953  0.143
H2 -0.1653 2.8062 -0.3977  0.103
H3 -1.1293 2.4676 1.6916  0.105
H4 -0.6522 1.7056 4.1524  0.102
H5 -1.8752 1.5816 6.0871  0.126
H6 -3.8904 0.0926 6.1231  0.085
H7 -4.6134 -1.1207 3.9181  0.107
H8 -3.2741 -1.0682 2.1870  0.093
H9 -1.1525 -1.8268 1.0492  0.123
H10 0.0077 -1.3155 -1.1022  0.091
H11 3.1361 -0.9247 -1.4767  0.134
H12 1.8890 -1.9464 -2.0777  0.093
H13 3.1171 -2.7013 -3.7675  0.112
H14 4.4126 -1.7536 -3.4934  0.117
H15 3.3264 -0.1306 -6.4829  0.103

<ii>
# C17H15NO2

C17H15NO2 in the gas phase (ωB97M-V/def2-TZVPD, OMol25).

Its multiplicity is 1. The value obtained for the frontier orbital gap is 8.7 eV. The HOMO energy is -8.2588 eV. Its structure (SMILES) is c1ccc(OCCOc2cccc3cccnc23)cc1. The charge is 0.

Last column: Löwdin charge in e.
Geometry (Å):
C1 -1.8239 -5.2294 -3.4068  -0.106
C2 -1.0027 -5.0335 -2.3128  -0.088
C3 -0.8131 -3.7666 -1.7838  -0.026
C4 -1.4562 -2.6773 -2.3589  -0.265
O1 -1.3470 -1.3859 -1.9275  -0.041
C5 -0.5114 -1.1113 -0.8272  -0.169
C6 -0.5671 0.3944 -0.5796  -0.165
O2 0.2811 0.6634 0.5107  -0.025
C7 0.4103 1.9404 0.9388  -0.198
C8 -0.2281 3.0325 0.3986  -0.015
C9 -0.0226 4.3171 0.9233  -0.078
C10 0.8139 4.5244 1.9819  -0.051
C11 1.4889 3.4334 2.5647  -0.158
C12 2.3693 3.5677 3.6588  -0.017
C13 2.9874 2.4583 4.1669  -0.055
C14 2.7189 1.2126 3.5728  -0.139
N1 1.9125 1.0484 2.5629  0.129
C15 1.2938 2.1249 2.0471  -0.149
C16 -2.2858 -2.8765 -3.4630  -0.013
C17 -2.4657 -4.1423 -3.9799  -0.089
H1 -1.9644 -6.2201 -3.8115  0.098
H2 -0.4980 -5.8733 -1.8581  0.103
H3 -0.1666 -3.6430 -0.9295  0.103
H4 -0.8539 -1.6375 0.0731  0.140
H5 0.5261 -1.4035 -1.0340  0.140
H6 -0.2336 0.9237 -1.4824  0.140
H7 -1.6021 0.6894 -0.3606  0.140
H8 -0.8990 2.9211 -0.4386  0.104
H9 -0.5434 5.1479 0.4704  0.105
H10 0.9704 5.5143 2.3844  0.109
H11 2.5410 4.5496 4.0785  0.114
H12 3.6668 2.5245 5.0029  0.100
H13 3.1911 0.3138 3.9491  0.105
H14 -2.7768 -2.0190 -3.8957  0.115
H15 -3.1100 -4.2829 -4.8351  0.103

Most stable: <ii> (next structure +303.1 kJ/mol)

<i>
# C2HN2O2

2 unconnected molecules or ions with the total composition C2HN2O2 (ωB97M-V/def2-TZVPD, OMol25).

Its multiplicity is 1. The value obtained for the frontier orbital gap is 7.2 eV. The HOMO energy is -2.7384 eV. The charge is -1.

Last column: Löwdin charge in e.
Geometry (Å):
C1 0.6116 -0.6055 -1.1199  -0.693
C2 -0.1713 0.1156 0.7388  -0.351
N1 -0.1476 1.4121 1.0336  -0.067
N2 -1.3399 1.1051 0.5864  0.005
O1 0.4115 0.2175 -1.9190  0.042
O2 1.0499 -1.6431 -0.8466  0.032
H1 -0.4142 -0.6017 1.5268  0.031

<ii>
# C2HN2O2

A gas-phase ion, C2HN2O2 (charge -1) (ωB97M-V/def2-TZVPD, OMol25).

Its multiplicity is 1. The value obtained for the frontier orbital gap is 8.5 eV. The HOMO energy is -3.9759 eV. Its structure (SMILES) is N#CC=[N+]([O-])[O-]. The charge is -1.

Last column: Löwdin charge in e.
Geometry (Å):
N1 2.8471 -1.1963 -0.0349  0.031
C1 1.7344 -0.9501 0.0883  -0.230
C2 0.1555 -0.5346 0.0934  -0.133
N2 -0.8040 -1.4677 -0.0222  -0.551
O1 -1.9982 -1.0559 0.0185  -0.118
O2 -0.5655 -2.6992 -0.0144  -0.086
H1 -0.1577 0.4124 -0.4467  0.087

Most stable: <i> (next structure +10.9 kJ/mol)